No. 1
{
  "formula": "C39H37N2P2RuSi",
  "method": "ωB97M-V with the def2-TZVPD basis set",
  "spin_multiplicity": 6,
  "s_squared": 8.765,
  "lumo_energy_ha": [0.025, -0.058],
  "homo_ev": [-6.52, -7.53],
  "symbols": ["Ru", "C", "P", "C", "C", "C", "C", "C", "C", "C", "C", "C", "C", "C", "C", "C", "C", "C", "C", "C", "P", "C", "C", "C", "C", "C", "C", "C", "C", "C", "C", "C", "C", "N", "H", "H", "H", "H", "H", "H", "H", "H", "H", "H", "H", "H", "H", "H", "H", "H", "H", "H", "H", "H", "H", "H", "H", "H", "H", "H", "N", "C", "C", "Si", "C", "C", "C", "C", "C", "C", "C", "H", "H", "H", "H", "H", "H", "H", "H", "H", "H", "H"],
  "coordinates": [[-0.34502, 0.40864, 0.05995], [-0.64663, -2.17804, -2.24972], [-0.20999, -0.43501, -2.49867], [-1.59950, 0.25167, -3.45571], [-1.59256, 1.61052, -3.77275], [-2.60076, 2.16026, -4.54970], [-3.64087, 1.35891, -5.00285], [-3.66875, 0.01119, -4.67333], [-2.65067, -0.54233, -3.90694], [1.20734, -0.47281, -3.66012], [1.37585, 0.45462, -4.68647], [2.53100, 0.44898, -5.46064], [3.53771, -0.47610, -5.21787], [3.37894, -1.40395, -4.20000], [2.22766, -1.39587, -3.42614], [-1.66874, -2.22278, -1.16122], [-2.80131, -2.97284, -1.05441], [-3.37224, -2.68163, 0.22028], [-2.55575, -1.77065, 0.82685], [-2.66310, -1.21381, 2.22033], [-1.38652, 0.06005, 2.52083], [-0.80326, -0.32385, 4.21809], [-0.28042, -1.60199, 4.43663], [0.24376, -1.95546, 5.67050], [0.26838, -1.02630, 6.70422], [-0.23559, 0.24848, 6.49346], [-0.76464, 0.60392, 5.25456], [-2.22973, 1.65998, 2.76456], [-1.43706, 2.80087, 2.64348], [-1.95873, 4.06159, 2.88568], [-3.29390, 4.19589, 3.24047], [-4.09304, 3.06692, 3.36606], [-3.56104, 1.80332, 3.13821], [-1.50384, -1.46186, -0.01649], [0.26491, -2.69880, -1.96036], [-0.99762, -2.62382, -3.17600], [-0.81072, 2.24973, -3.38928], [-2.58493, 3.21715, -4.78177], [-4.43704, 1.79043, -5.60098], [-4.48599, -0.61542, -5.01138], [-2.70209, -1.59043, -3.63948], [0.59995, 1.17434, -4.91146], [2.64110, 1.17762, -6.25443], [4.44080, -0.47306, -5.81761], [4.15510, -2.13366, -3.99591], [2.13800, -2.11538, -2.62646], [-3.17216, -3.67265, -1.79656], [-4.26486, -3.11558, 0.65466], [-2.50543, -1.99506, 2.95989], [-3.64744, -0.79494, 2.41154], [-0.28060, -2.32948, 3.62921], [0.64008, -2.95238, 5.82508], [0.68277, -1.29594, 7.66873], [-0.22119, 0.97726, 7.29652], [-1.15600, 1.60209, 5.10990], [-0.39876, 2.70158, 2.34976], [-1.32984, 4.93839, 2.77918], [-3.71558, 5.18108, 3.40981], [-5.13593, 3.16623, 3.64260], [-4.20048, 0.93819, 3.25391], [-1.98053, 3.10734, -0.77946], [-1.40153, 2.14758, -0.48090], [2.59304, 2.28192, 0.57706], [2.05356, 0.48763, 0.74849], [2.30369, 0.05800, 2.55174], [3.29137, -0.59803, -0.14121], [4.49735, -0.10819, -0.65036], [5.44131, -0.96770, -1.20847], [5.19837, -2.33597, -1.25826], [4.00620, -2.84347, -0.75304], [3.06204, -1.97855, -0.20903], [3.38143, 2.48773, 1.31342], [1.76630, 2.97595, 0.75341], [2.98178, 2.49090, -0.42800], [1.73600, 0.72727, 3.20877], [3.37151, 0.17543, 2.76911], [2.01276, -0.97174, 2.78811], [4.70992, 0.95766, -0.61380], [6.37106, -0.56848, -1.59982], [5.93812, -3.00546, -1.68438], [3.81192, -3.91015, -0.78774], [2.13129, -2.38767, 0.18411]],
  "mulliken_spin": [3.859, -0.017, 0.144, 0.009, 0.001, -0.004, 0.007, -0.003, 0.011, -0.011, 0.021, -0.010, 0.019, -0.010, 0.014, 0.042, 0.028, 0.034, -0.009, 0.012, 0.185, 0.025, 0.025, -0.010, 0.018, -0.009, 0.021, -0.039, 0.033, 0.016, 0.003, 0.000, 0.001, 0.145, -0.002, 0.005, 0.005, 0.000, 0.000, 0.000, 0.003, 0.004, 0.000, 0.001, -0.001, 0.013, -0.001, 0.002, 0.000, -0.001, 0.002, 0.000, 0.002, 0.000, 0.002, -0.007, 0.001, 0.000, 0.000, 0.000, 0.174, -0.080, 0.068, 0.101, 0.068, 0.000, 0.018, -0.002, 0.010, 0.007, 0.015, 0.006, -0.014, 0.022, -0.002, -0.002, 0.004, 0.003, 0.001, 0.001, 0.001, 0.028]
}

=====

No. 2
{
  "formula": "C39H38AsBaCl4N11O4P2",
  "method": "ωB97M-V with the def2-TZVPD basis set",
  "charge": -2,
  "lumo_energy_ha": 0.128,
  "homo_ev": -1.62,
  "de_lowest_kcal_mol": 13.5,
  "symbols": ["Ba", "N", "C", "N", "N", "N", "N", "C", "N", "N", "N", "N", "H", "O", "P", "C", "P", "O", "C", "C", "C", "C", "C", "C", "C", "C", "C", "C", "C", "C", "C", "C", "C", "C", "C", "C", "C", "C", "C", "C", "C", "C", "H", "H", "H", "H", "H", "H", "H", "H", "H", "H", "H", "H", "H", "H", "H", "H", "H", "H", "H", "H", "H", "H", "Cl", "C", "C", "Cl", "C", "Cl", "C", "O", "C", "O", "C", "Cl", "C", "N", "C", "C", "N", "H", "H", "H", "H", "H", "H", "C", "As", "C", "C", "H", "H", "H", "H", "H", "H", "H", "H", "H"],
  "coordinates": [[-1.07489, -0.67425, 1.08036], [-3.79024, -2.79595, -1.64990], [-2.51845, -2.54795, -2.08170], [-2.09749, -2.88754, -3.29855], [-0.82120, -2.47684, -3.34274], [-0.51494, -1.93110, -2.21259], [-1.55914, -1.94465, -1.37214], [-4.37662, -2.33531, -0.47587], [-5.69658, -2.37439, -0.31702], [-5.88385, -1.88547, 0.92018], [-4.74479, -1.57233, 1.45078], [-3.74477, -1.85436, 0.58658], [-4.42059, -3.21201, -2.31087], [0.97237, -0.47752, -0.38323], [1.14462, -0.11450, -1.82932], [-0.16676, 0.83980, -2.65229], [-1.15387, 1.87342, -1.52174], [-1.96131, 1.14169, -0.50979], [-2.24835, 2.73046, -2.69709], [-2.10828, 4.04347, -3.13123], [-3.03411, 4.58752, -4.00889], [-4.10401, 3.82607, -4.45273], [-4.25732, 2.52027, -4.01087], [-3.33587, 1.97586, -3.13314], [-0.06545, 3.08253, -0.75137], [0.81318, 3.89178, -1.47302], [1.60933, 4.80787, -0.81383], [1.54783, 4.90740, 0.57125], [0.69013, 4.09727, 1.29521], [-0.12739, 3.18870, 0.63524], [2.46837, 1.17958, -1.79611], [2.99401, 1.76793, -2.94178], [4.03464, 2.67607, -2.85431], [4.57289, 2.99595, -1.61497], [4.06523, 2.40587, -0.46859], [3.01811, 1.50109, -0.55976], [2.05194, -1.24099, -2.91953], [3.09913, -1.93322, -2.32312], [3.90541, -2.76177, -3.08576], [3.67742, -2.88685, -4.44865], [2.63445, -2.19190, -5.04229], [1.81568, -1.37667, -4.27904], [-0.86891, 0.21555, -3.20762], [0.31725, 1.51516, -3.36566], [-1.29464, 4.65483, -2.76779], [-2.92506, 5.61428, -4.33580], [-4.82878, 4.25646, -5.13264], [-5.10155, 1.92738, -4.33756], [-3.47155, 0.96798, -2.75642], [0.89728, 3.78775, -2.54884], [2.29882, 5.42367, -1.37769], [2.18475, 5.61374, 1.08907], [0.64622, 4.15885, 2.37486], [-0.79388, 2.56262, 1.22037], [2.60634, 1.49843, -3.91999], [4.43655, 3.12668, -3.75431], [5.38894, 3.70514, -1.54553], [4.47685, 2.65215, 0.50186], [2.61630, 1.04226, 0.33538], [3.27678, -1.81844, -1.25899], [4.71361, -3.30801, -2.61600], [4.30628, -3.53499, -5.04649], [2.44223, -2.30422, -6.10188], [0.96971, -0.88009, -4.73672], [1.48630, 3.76830, 6.47713], [1.32820, 2.36279, 5.46358], [2.31001, 1.39690, 5.44792], [3.72162, 1.56549, 6.44820], [2.16481, 0.27976, 4.60923], [3.40455, -0.94815, 4.56764], [1.06101, 0.09260, 3.77082], [0.91469, -0.91010, 2.98828], [0.02818, 1.12134, 3.78415], [-0.98551, 0.96804, 3.00400], [0.19782, 2.20779, 4.64060], [-1.04493, 3.43501, 4.62408], [2.27065, -3.12480, 1.71858], [1.36924, -4.12012, 1.14826], [1.12485, -4.06863, -0.28736], [0.50784, -4.76553, 1.90851], [-0.24531, -5.38027, 2.54070], [3.31040, -3.44109, 1.58454], [2.05128, -2.96078, 2.76784], [2.10896, -2.16218, 1.22971], [2.06031, -4.24898, -0.82400], [0.72893, -3.09380, -0.58990], [0.40380, -4.83457, -0.56513], [-3.44249, -3.85927, 4.03897], [-2.19798, -2.36357, 3.81383], [-1.01035, -2.67949, 5.33943], [-3.31424, -0.97262, 4.61264], [-3.73758, -3.97432, 5.08444], [-2.96580, -4.77226, 3.68413], [-4.31413, -3.63537, 3.42442], [-1.57682, -2.93913, 6.23709], [-0.43784, -1.76719, 5.50722], [-0.31973, -3.48548, 5.09183], [-3.73555, -1.29142, 5.57003], [-4.11585, -0.76597, 3.90410], [-2.71131, -0.07518, 4.74706]],
  "mulliken_charge": [2.090, -0.105, 0.179, -1.003, -0.644, 0.216, 0.329, 0.149, -0.525, -0.765, -0.248, 0.288, 0.235, -0.470, -0.302, -1.410, 1.394, -0.957, 0.385, -0.314, -0.681, -0.477, -0.649, -0.717, 0.650, -0.085, -1.119, -0.807, -0.436, -0.822, 0.688, -0.336, -0.810, -0.562, -0.737, -0.321, 0.902, -0.817, -0.782, -0.552, -0.765, -0.364, 0.839, 0.854, 0.405, 0.397, 0.353, 0.428, 0.367, 0.477, 0.406, 0.418, 0.316, 0.754, 0.401, 0.385, 0.393, 0.508, 0.618, 0.524, 0.432, 0.376, 0.396, 0.435, -0.276, 0.266, 0.269, -0.273, 0.591, -0.267, -1.020, -0.255, -0.150, -0.871, 0.425, -0.232, -0.763, -0.014, -0.873, 0.804, -0.734, 0.146, 0.477, 0.083, 0.302, 0.333, 0.444, -1.255, 0.605, -1.133, -0.900, 0.381, 0.337, 0.353, 0.430, 0.234, 0.311, 0.392, 0.287, 0.141]
}